Arrangement i

Molecular formula: C49H42BrClI2N9O2PSSr
Method: DFT, the ωB97M-V functional and the def2-TZVPD basis

- net charge = 0
- Kohn-Sham gap (eV) = 7.2
- lowest unoccupied orbital energy (eV) = 0.122

Cartesian coordinates (Å):
Sr1 0.426 0.766 1.091
N1 -1.574 -3.193 2.950
C1 -1.173 -1.930 2.562
S1 0.558 -1.781 2.320
N2 -2.099 -1.062 2.378
N3 -1.766 0.198 1.936
C2 -2.802 0.957 1.803
C3 -2.817 2.353 1.472
C4 -4.072 2.965 1.322
C5 -4.204 4.302 1.032
C6 -3.052 5.079 0.895
C7 -1.809 4.518 1.048
C8 -1.636 3.141 1.331
O1 -0.451 2.637 1.437
H1 -0.860 -3.738 3.406
H2 -2.493 -3.243 3.364
H3 -3.775 0.498 2.002
H4 -4.955 2.345 1.432
H5 -5.181 4.748 0.911
H6 -3.143 6.133 0.665
H7 -0.912 5.115 0.932
C9 4.465 3.153 2.350
C10 3.331 2.666 1.484
O2 2.716 1.630 1.722
N4 3.060 3.432 0.411
C11 1.950 3.129 -0.482
C12 2.246 1.904 -1.310
C13 3.266 1.925 -2.254
C14 3.539 0.769 -2.972
C15 2.786 -0.365 -2.717
C16 1.800 -0.301 -1.744
N5 1.532 0.810 -1.064
H8 4.329 2.791 3.366
H9 4.516 4.239 2.360
H10 5.407 2.754 1.973
H11 3.623 4.245 0.235
H12 1.770 3.993 -1.120
H13 1.059 2.957 0.122
H14 3.842 2.826 -2.414
H15 4.326 0.759 -3.714
H16 2.964 -1.293 -3.241
H17 1.209 -1.174 -1.502
Cl1 -1.145 2.863 -1.685
C17 -2.054 2.539 -3.119
C18 -2.415 3.596 -3.940
C19 -3.171 3.348 -5.072
C20 -3.558 2.053 -5.380
C21 -3.192 1.005 -4.555
C22 -2.436 1.225 -3.406
P1 -1.941 -0.132 -2.252
C23 -3.545 -0.438 -1.424
C24 -3.632 -1.587 -0.639
C25 -4.802 -1.890 0.033
C26 -5.889 -1.032 -0.052
C27 -5.794 0.134 -0.795
C28 -4.626 0.436 -1.479
C29 -1.918 -1.467 -3.522
C30 -0.874 -1.368 -4.443
C31 -0.731 -2.302 -5.453
C32 -1.623 -3.362 -5.551
C33 -2.657 -3.471 -4.635
C34 -2.809 -2.527 -3.629
H18 -2.109 4.601 -3.686
H19 -3.461 4.169 -5.713
H20 -4.154 1.858 -6.261
H21 -3.507 -0.002 -4.794
H22 -2.768 -2.238 -0.555
H23 -4.858 -2.786 0.636
H24 -6.806 -1.269 0.470
H25 -6.635 0.813 -0.846
H26 -4.556 1.355 -2.045
H27 -0.178 -0.540 -4.356
H28 0.077 -2.209 -6.168
H29 -1.508 -4.101 -6.332
H30 -3.352 -4.298 -4.705
H31 -3.631 -2.620 -2.932
Br1 3.138 3.114 7.043
C35 2.952 1.265 6.676
C36 3.662 0.370 7.462
C37 3.589 -0.987 7.198
C38 2.827 -1.441 6.133
C39 2.102 -0.548 5.361
C40 2.143 0.810 5.639
I1 0.937 2.126 4.510
H32 4.266 0.746 8.276
H33 4.128 -1.687 7.822
H34 2.784 -2.496 5.900
H35 1.505 -0.909 4.535
N6 7.237 0.851 1.718
C41 6.469 0.017 1.532
C42 5.467 -0.962 1.291
C43 5.512 -2.238 1.848
C44 4.478 -3.113 1.572
C45 3.447 -2.685 0.747
N7 3.402 -1.473 0.206
C46 4.384 -0.634 0.470
H36 6.347 -2.532 2.469
H37 4.469 -4.108 1.991
H38 2.621 -3.337 0.498
H39 4.330 0.344 0.008
I2 -0.981 -7.293 -2.209
C47 -0.422 -5.464 -1.387
C48 -0.547 -5.072 -0.072
N8 -0.047 -3.826 -0.005
N9 0.392 -3.399 -1.189
C49 0.173 -4.380 -2.046
H40 -0.962 -5.583 0.776
H41 0.083 -3.209 0.820
H42 0.426 -4.281 -3.086

***

Arrangement ii

Molecular formula: C49H42BrClI2N9O2PSSr
Method: DFT, the ωB97M-V functional and the def2-TZVPD basis

- net charge = 0
- Kohn-Sham gap (eV) = 7.1
- lowest unoccupied orbital energy (eV) = 0.183

Cartesian coordinates (Å):
Sr1 0.667 -0.854 -0.264
N1 -1.102 -4.961 0.146
C1 -0.437 -3.933 -0.499
S1 1.213 -3.665 0.002
N2 -1.108 -3.307 -1.422
N3 -0.511 -2.167 -1.936
C2 -0.700 -1.932 -3.178
C3 -0.105 -0.823 -3.930
C4 -0.386 -0.750 -5.298
C5 0.169 0.213 -6.123
C6 1.061 1.132 -5.569
C7 1.363 1.084 -4.220
C8 0.790 0.123 -3.354
O1 1.084 0.133 -2.081
H1 -0.492 -5.612 0.607
H2 -1.877 -5.363 -0.362
H3 -1.307 -2.641 -3.744
H4 -1.057 -1.491 -5.724
H5 -0.070 0.244 -7.180
H6 1.529 1.880 -6.201
H7 2.066 1.787 -3.779
C9 1.257 -1.016 4.402
C10 1.628 -0.288 3.136
O2 1.674 -0.850 2.037
N4 1.953 1.017 3.269
C11 2.518 1.780 2.164
C12 1.506 2.579 1.377
C13 1.569 3.966 1.345
C14 0.663 4.666 0.560
C15 -0.286 3.955 -0.157
C16 -0.296 2.573 -0.048
N5 0.581 1.891 0.697
H8 1.186 -2.080 4.191
H9 0.292 -0.658 4.764
H10 2.012 -0.840 5.170
H11 1.793 1.474 4.149
H12 2.984 1.062 1.488
H13 3.287 2.442 2.560
H14 2.329 4.488 1.915
H15 0.699 5.747 0.511
H16 -1.013 4.460 -0.782
H17 -1.040 1.975 -0.574
Cl1 -1.033 -2.217 2.181
C17 -2.719 -2.381 2.570
C18 -3.127 -3.581 3.133
C19 -4.453 -3.748 3.493
C20 -5.360 -2.718 3.299
C21 -4.945 -1.526 2.725
C22 -3.618 -1.332 2.339
P1 -3.030 0.214 1.519
C23 -4.630 0.841 0.868
C24 -5.150 0.103 -0.200
C25 -6.322 0.489 -0.829
C26 -6.989 1.636 -0.412
C27 -6.488 2.369 0.652
C28 -5.317 1.973 1.294
C29 -2.671 1.278 2.979
C30 -2.469 2.650 2.793
C31 -2.018 3.458 3.828
C32 -1.748 2.907 5.075
C33 -1.947 1.548 5.275
C34 -2.402 0.740 4.238
H18 -2.401 -4.372 3.279
H19 -4.777 -4.688 3.925
H20 -6.396 -2.841 3.592
H21 -5.663 -0.732 2.570
H22 -4.626 -0.792 -0.528
H23 -6.711 -0.096 -1.656
H24 -7.894 1.952 -0.916
H25 -7.011 3.256 0.992
H26 -4.964 2.541 2.145
H27 -2.655 3.091 1.821
H28 -1.873 4.519 3.657
H29 -1.396 3.534 5.886
H30 -1.753 1.112 6.250
H31 -2.562 -0.316 4.420
Br1 7.481 -3.624 2.719
C35 6.887 -4.002 0.964
C36 7.656 -4.872 0.201
C37 7.265 -5.195 -1.089
C38 6.101 -4.656 -1.615
C39 5.337 -3.784 -0.858
C40 5.727 -3.441 0.432
I1 4.512 -2.104 1.475
H32 8.559 -5.290 0.625
H33 7.868 -5.876 -1.676
H34 5.780 -4.917 -2.616
H35 4.413 -3.383 -1.255
N6 5.807 4.983 -1.615
C41 5.448 3.895 -1.736
C42 4.999 2.531 -1.853
C43 5.367 1.720 -2.922
C44 4.900 0.420 -2.954
C45 4.086 -0.021 -1.923
N7 3.735 0.748 -0.889
C46 4.182 1.995 -0.860
H36 5.999 2.111 -3.707
H37 5.156 -0.242 -3.770
H38 3.676 -1.027 -1.931
H39 3.875 2.617 -0.024
I2 -4.907 1.416 -5.591
C47 -3.351 1.547 -4.242
C48 -2.287 2.411 -4.283
N8 -1.566 2.154 -3.171
N9 -2.073 1.157 -2.431
C49 -3.170 0.787 -3.070
H40 -2.004 3.161 -5.006
H41 -0.643 2.492 -2.955
H42 -3.781 -0.022 -2.697

***

Quick one: least stable of them? arrangement ii

***

Arrangement i

Molecular formula: C4H4O4
Method: DFT, the ωB97M-V functional and the def2-TZVPD basis

- net charge = 0
- Kohn-Sham gap (eV) = 11.1
- lowest unoccupied orbital energy (eV) = 0.912

Cartesian coordinates (Å):
C1 -0.512 -0.926 0.549
C2 0.058 1.110 0.547
C3 -0.637 -0.133 -0.864
C4 1.140 0.034 -0.285
H1 -1.007 -1.715 0.961
H2 0.137 2.013 1.014
H3 -1.355 -0.355 -1.623
H4 2.108 0.118 0.022
O1 0.910 -1.149 0.382
O2 -0.695 0.101 1.351
O3 -0.679 1.210 -0.579
O4 0.533 -0.308 -1.476

***

Arrangement ii

Molecular formula: C4H4O4
Method: DFT, the ωB97M-V functional and the def2-TZVPD basis

- net charge = 0
- Kohn-Sham gap (eV) = 7.1
- lowest unoccupied orbital energy (eV) = -1.435

Cartesian coordinates (Å):
C1 -1.267 0.375 -0.066
C2 -0.601 -0.103 -1.094
C3 0.788 -0.184 -0.469
C4 0.881 0.663 0.499
H1 -2.970 -0.142 -0.609
H2 -0.772 -0.753 -2.055
H3 2.290 -1.992 0.211
H4 1.292 1.039 2.282
O1 -2.684 0.536 -0.006
O2 1.868 -1.047 -1.086
O3 1.777 0.708 1.516
O4 -0.602 0.902 0.877

***

Quick one: least stable of them? arrangement ii

***

Arrangement i

Molecular formula: C41H38F6N3O
Method: DFT, the ωB97M-V functional and the def2-TZVPD basis

- net charge = +1
- Kohn-Sham gap (eV) = 6.2
- lowest unoccupied orbital energy (eV) = -3.629
- SMILES = FC(F)(F)CN(c1ccccc1)c1ccc(C(c2ccc(N(CC(F)(F)F)c3ccccc3)cc2)[C@@H](C=[N+]2CCOCC2)c2ccccc2)cc1

Cartesian coordinates (Å):
C1 -4.540 -0.186 2.697
C2 -4.091 1.073 3.110
C3 -2.788 1.209 3.593
C4 -2.011 0.059 3.793
C5 -0.753 0.160 4.674
C6 0.359 -0.450 3.865
N1 1.499 0.120 3.569
C7 2.304 -0.546 2.507
C8 3.785 -0.261 2.674
O1 4.030 1.136 2.860
C9 3.365 1.695 3.994
C10 1.853 1.512 3.948
C11 -2.392 -1.161 3.241
C12 -3.678 -1.286 2.710
H1 -5.568 -0.311 2.356
H2 -4.735 1.951 3.054
H3 -2.408 2.179 3.921
H4 -0.575 1.231 4.813
H5 0.161 -1.400 3.352
H6 2.111 -1.620 2.561
H7 1.983 -0.167 1.523
H8 4.188 -0.862 3.511
H9 4.312 -0.506 1.740
H10 3.761 1.260 4.929
H11 3.617 2.766 3.951
H12 1.449 2.217 3.197
H13 1.431 1.760 4.928
H14 -1.716 -2.021 3.254
H15 -3.983 -2.245 2.296
F1 6.248 1.698 8.459
C13 5.558 0.555 8.239
F2 4.755 0.766 7.141
F3 6.453 -0.415 7.854
C14 4.738 0.080 9.391
N2 3.957 -1.077 8.964
C15 4.394 -2.330 9.465
C16 4.133 -2.664 10.809
C17 4.727 -3.786 11.378
C18 5.620 -4.563 10.630
C19 5.919 -4.210 9.310
C20 5.300 -3.108 8.723
C21 2.774 -0.907 8.276
C22 2.335 -1.939 7.427
C23 1.218 -1.740 6.627
C24 0.432 -0.594 6.783
C25 -0.905 -0.499 6.010
C26 -2.118 -0.012 6.858
C27 -3.398 0.058 6.287
C28 -4.410 0.780 6.889
C29 -4.271 1.159 8.234
N3 -5.258 1.886 8.862
C30 -6.122 2.766 8.076
C31 -5.428 4.080 7.893
F4 -6.074 4.949 7.074
F5 -5.250 4.690 9.113
F6 -4.166 3.885 7.384
C32 -5.678 1.640 10.190
C33 -5.150 2.405 11.243
C34 -5.708 2.312 12.516
C35 -6.772 1.439 12.757
C36 -7.314 0.693 11.705
C37 -6.795 0.814 10.422
C38 -3.111 0.771 8.932
C39 -2.032 0.235 8.238
C40 0.894 0.460 7.578
C41 2.038 0.291 8.353
H16 5.419 -0.255 10.169
H17 4.096 0.891 9.721
H18 3.459 -2.023 11.381
H19 4.503 -4.050 12.412
H20 6.096 -5.438 11.077
H21 6.640 -4.784 8.727
H22 5.522 -2.805 7.699
H23 2.889 -2.875 7.397
H24 0.947 -2.489 5.879
H25 -1.144 -1.558 5.828
H26 -3.620 -0.414 5.330
H27 -5.325 0.988 6.338
H28 -6.325 2.345 7.095
H29 -7.031 2.940 8.647
H30 -4.328 3.087 11.023
H31 -5.304 2.933 13.315
H32 -7.188 1.351 13.761
H33 -8.153 0.021 11.882
H34 -7.231 0.286 9.572
H35 -3.051 0.947 10.004
H36 -1.115 0.025 8.789
H37 0.328 1.398 7.641
H38 2.317 1.061 9.070

***

Arrangement ii

Molecular formula: C41H38F6N3O
Method: DFT, the ωB97M-V functional and the def2-TZVPD basis

- net charge = +1
- Kohn-Sham gap (eV) = 5.1
- lowest unoccupied orbital energy (eV) = -4.502

Cartesian coordinates (Å):
C1 -4.798 -0.350 2.741
C2 -4.397 0.946 3.103
C3 -3.061 1.212 3.390
C4 -2.087 0.181 3.334
C5 -0.712 0.415 3.765
C6 0.349 -0.242 3.178
N1 1.655 0.145 3.196
C7 2.537 -0.511 2.213
C8 3.997 -0.270 2.560
O1 4.243 1.124 2.775
C9 3.476 1.641 3.866
C10 1.976 1.500 3.627
C11 -2.496 -1.100 2.891
C12 -3.839 -1.364 2.624
H1 -5.850 -0.562 2.542
H2 -5.134 1.751 3.157
H3 -2.743 2.217 3.684
H4 -0.532 1.290 4.392
H5 0.181 -1.174 2.631
H6 2.318 -1.583 2.222
H7 2.350 -0.114 1.198
H8 4.262 -0.873 3.452
H9 4.642 -0.531 1.709
H10 3.738 1.131 4.813
H11 3.758 2.703 3.923
H12 1.677 2.243 2.861
H13 1.444 1.724 4.557
H14 -1.748 -1.887 2.786
H15 -4.137 -2.366 2.309
F1 6.316 1.677 8.292
C13 5.649 0.501 8.173
F2 4.800 0.609 7.092
F3 6.561 -0.473 7.836
C14 4.871 0.092 9.386
N2 4.074 -1.095 9.048
C15 4.539 -2.332 9.570
C16 4.215 -2.701 10.890
C17 4.786 -3.836 11.455
C18 5.702 -4.600 10.721
C19 6.033 -4.233 9.413
C20 5.458 -3.102 8.839
C21 2.829 -0.956 8.471
C22 2.364 -1.964 7.594
C23 1.180 -1.795 6.904
C24 0.329 -0.679 7.158
C25 -0.944 -0.551 6.518
C26 -2.107 -0.071 7.191
C27 -3.300 0.153 6.446
C28 -4.377 0.826 6.967
C29 -4.398 1.163 8.341
N3 -5.412 1.918 8.878
C30 -6.143 2.865 8.027
C31 -5.391 4.164 7.990
F4 -5.843 5.047 7.061
F5 -5.449 4.776 9.222
F6 -4.058 3.938 7.736
C32 -5.877 1.738 10.208
C33 -5.361 2.527 11.250
C34 -5.824 2.354 12.552
C35 -6.809 1.399 12.824
C36 -7.359 0.643 11.782
C37 -6.918 0.830 10.476
C38 -3.329 0.736 9.164
C39 -2.203 0.165 8.603
C40 0.796 0.299 8.082
C41 2.023 0.179 8.707
H16 5.580 -0.194 10.166
H17 4.232 0.928 9.678
H18 3.513 -2.071 11.442
H19 4.517 -4.122 12.472
H20 6.161 -5.482 11.171
H21 6.741 -4.823 8.830
H22 5.711 -2.781 7.828
H23 2.985 -2.851 7.453
H24 0.855 -2.551 6.189
H25 -1.097 -1.086 5.584
H26 -3.338 -0.191 5.413
H27 -5.230 1.070 6.332
H28 -6.220 2.496 7.003
H29 -7.119 3.044 8.482
H30 -4.598 3.269 11.010
H31 -5.404 2.966 13.351
H32 -7.154 1.250 13.849
H33 -8.134 -0.097 11.986
H34 -7.342 0.271 9.638
H35 -3.396 0.919 10.238
H36 -1.379 -0.111 9.258
H37 0.171 1.163 8.307
H38 2.353 0.932 9.424

***

Quick one: least stable of them? arrangement ii

***

Arrangement i

Molecular formula: H9N3
Method: DFT, the ωB97M-V functional and the def2-TZVPD basis

- net charge = 0
- Kohn-Sham gap (eV) = 10.1
- lowest unoccupied orbital energy (eV) = 0.906
- SMILES = N.N.N

Cartesian coordinates (Å):
N1 -0.061 1.383 0.542
H1 0.416 1.128 1.400
H2 -0.995 1.701 0.777
H3 0.400 2.192 0.144
N2 -1.888 -0.239 -1.587
H4 -1.500 -0.647 -2.416
H5 -2.853 -0.473 -1.433
H6 -1.310 -0.116 -0.775
N3 1.979 -1.345 1.048
H7 1.884 -2.066 0.349
H8 2.773 -0.758 0.839
H9 1.157 -0.761 1.112

***

Arrangement ii

Molecular formula: H9N3
Method: DFT, the ωB97M-V functional and the def2-TZVPD basis

- net charge = 0
- Kohn-Sham gap (eV) = 10.6
- lowest unoccupied orbital energy (eV) = 0.982
- SMILES = N.N.N

Cartesian coordinates (Å):
N1 -0.344 -1.712 0.292
H1 -0.204 -2.680 0.045
H2 -1.326 -1.477 0.235
H3 -0.047 -1.562 1.250
N2 -0.042 0.457 -2.169
H4 -0.341 1.417 -2.267
H5 0.960 0.473 -2.328
H6 -0.084 0.131 -1.185
N3 0.306 1.146 1.655
H7 -0.075 0.613 0.897
H8 1.306 1.151 1.744
H9 -0.108 2.043 1.830

***

Quick one: least stable of them? arrangement i

***

Arrangement i

Molecular formula: C3H5N2O2S
Method: DFT, the ωB97M-V functional and the def2-TZVPD basis

- net charge = -1
- Kohn-Sham gap (eV) = 8.1
- lowest unoccupied orbital energy (eV) = 3.817
- SMILES = CC(=O)/N=C(/[O-])SN

Cartesian coordinates (Å):
C1 -1.271 -0.596 -0.014
C2 0.837 0.376 -0.486
C3 -2.635 0.081 0.101
N1 -0.420 0.271 -0.544
N2 3.342 -0.213 0.395
O1 -1.107 -1.840 0.180
O2 1.527 1.299 -0.785
S1 1.798 -1.017 0.420
H1 -3.052 -0.085 -0.891
H2 -3.307 -0.334 0.876
H3 -2.443 1.191 0.201
H4 3.485 0.350 -0.556
H5 3.246 0.517 1.104

***

Arrangement ii

Molecular formula: C3H5N2O2S
Method: DFT, the ωB97M-V functional and the def2-TZVPD basis

- net charge = -1
- Kohn-Sham gap (eV) = 7.0
- lowest unoccupied orbital energy (eV) = 3.766

Cartesian coordinates (Å):
C1 0.299 0.684 -1.921
C2 -0.581 0.125 1.182
C3 -0.506 -1.053 0.162
N1 0.694 0.738 1.320
N2 0.641 -0.798 -0.669
O1 1.377 1.158 -2.078
O2 -0.849 0.643 -2.257
S1 1.888 -0.335 0.327
H1 -1.236 0.944 0.927
H2 -0.791 -0.462 2.211
H3 -0.625 -2.087 0.643
H4 -1.195 -1.130 -0.646
H5 0.884 1.573 0.796

***

Quick one: least stable of them? arrangement ii